Entry from the Open Molecules 2025 dataset: a molecular structure, ArH20KrO10 (the ωB97M-V functional and the def2-TZVPD basis).

XYZ file:
```
32
Properties=species:S:1:pos:R:3:lowdin_charge:R:1
Ar 0.24 0.49 0.09 0.266
Kr -2.58 -1.00 -2.10 0.169
O -1.19 -2.70 0.18 -0.126
H -0.99 -2.17 0.95 -0.037
H -1.08 -3.61 0.47 0.052
O -0.51 3.99 -1.52 -0.049
H -0.77 3.61 -0.68 -0.006
H -0.61 4.94 -1.39 0.049
O 2.48 -1.02 2.27 -0.040
H 3.02 -1.63 2.77 0.077
H 2.73 -0.15 2.59 0.077
O -1.37 3.46 1.44 -0.054
H -0.56 3.59 1.93 0.043
H -1.61 2.55 1.61 -0.024
O -0.66 1.65 -3.09 -0.085
H -1.53 1.72 -3.49 0.047
H -0.72 2.18 -2.30 -0.011
O 2.93 -2.15 -0.17 -0.043
H 2.69 -1.62 0.58 -0.021
H 3.54 -2.80 0.18 0.048
O 0.76 -2.42 -2.00 -0.082
H 1.55 -2.43 -1.46 -0.006
H 0.04 -2.40 -1.36 -0.039
O -0.45 -1.35 2.38 -0.092
H 0.50 -1.27 2.30 -0.009
H -0.76 -0.44 2.47 -0.029
O 0.80 -0.39 -3.93 -0.097
H 0.62 -1.18 -3.42 -0.036
H 0.31 0.30 -3.48 -0.058
O -2.01 0.89 2.49 -0.046
H -2.13 1.09 3.42 0.080
H -2.68 0.25 2.29 0.081
```

As for the charge: 0. The relative energy (zero: lowest compared OMol25 entry of this formula, charge and spin) comes out at 0.00 kcal per mole. As for the HOMO energy: -8.89 eV. As for the multiplicity: 1.

Entry from the Open Molecules 2025 dataset: a molecular structure, ArH22O11 (the ωB97M-V functional and the def2-TZVPD basis).

XYZ file:
```
34
Properties=species:S:1:pos:R:3:lowdin_charge:R:1
Ar -9.56 -13.88 -13.89 0.224
O -11.29 -14.86 -10.27 -0.065
H -10.64 -14.68 -10.96 0.001
H -12.13 -14.68 -10.69 -0.014
O -7.73 -15.92 -16.50 -0.067
H -7.03 -16.36 -16.02 0.027
H -7.53 -14.99 -16.43 -0.034
O -13.66 -13.74 -15.00 -0.051
H -12.90 -13.28 -15.35 -0.005
H -13.69 -14.57 -15.49 0.050
O -6.83 -13.20 -16.51 -0.039
H -5.92 -13.00 -16.33 0.051
H -7.30 -12.38 -16.36 0.047
O -6.34 -14.57 -12.11 -0.047
H -6.08 -14.48 -11.19 0.051
H -6.82 -13.77 -12.31 -0.022
O -11.77 -11.32 -12.61 -0.039
H -11.04 -10.97 -12.10 0.041
H -12.43 -11.56 -11.95 0.059
O -7.67 -12.12 -12.13 -0.076
H -8.37 -11.49 -11.98 0.041
H -6.87 -11.61 -11.98 0.056
O -10.47 -16.91 -13.92 -0.096
H -9.55 -16.83 -13.65 -0.037
H -10.45 -16.78 -14.87 0.018
O -11.89 -11.64 -15.42 -0.067
H -12.52 -10.92 -15.38 0.053
H -11.73 -11.88 -14.50 -0.032
O -7.55 -17.06 -12.98 -0.052
H -7.26 -16.26 -12.56 -0.013
H -7.74 -17.66 -12.26 0.047
O -13.45 -14.77 -12.30 -0.052
H -13.15 -14.46 -13.16 -0.005
H -14.09 -15.46 -12.50 0.047
```

As for the charge: 0. The relative energy (zero: lowest compared OMol25 entry of this formula, charge and spin) comes out at 18.08 kcal per mole. As for the HOMO energy: -10.50 eV. As for the multiplicity: 1.

Entry from the Open Molecules 2025 dataset: a molecular structure, ArH24O12 in a non-equilibrium geometry (the ωB97M-V functional and the def2-TZVPD basis).

XYZ file:
```
37
Properties=species:S:1:pos:R:3:lowdin_charge:R:1
Ar -1.00 -0.38 -0.44 0.173
O 0.19 2.86 -0.74 -0.057
H -0.71 3.15 -0.92 0.040
H 0.45 2.37 -1.53 -0.023
O 0.94 1.46 -2.94 -0.053
H 1.09 1.50 -3.89 0.072
H 1.42 0.68 -2.66 0.015
O -0.01 1.76 2.70 -0.037
H 0.84 1.83 2.27 0.002
H -0.08 0.84 2.95 0.012
O -3.93 0.48 2.44 -0.075
H -3.34 1.13 2.04 -0.039
H -4.46 0.16 1.71 0.023
O 2.20 1.78 1.02 -0.045
H 2.31 0.83 0.95 -0.009
H 1.65 2.01 0.27 0.002
O -2.47 2.64 1.60 -0.047
H -2.27 2.98 0.73 0.034
H -1.63 2.35 1.95 -0.006
O -1.67 1.38 -3.88 -0.060
H -0.74 1.29 -3.69 -0.035
H -1.74 1.22 -4.82 0.028
O 0.00 -1.45 2.94 -0.028
H -0.15 -1.16 3.83 0.075
H -0.49 -2.27 2.87 0.066
O 1.35 -3.20 -1.43 -0.027
H 1.99 -3.81 -1.07 0.078
H 1.04 -3.61 -2.23 0.079
O 2.27 -0.76 -1.76 -0.064
H 1.96 -1.66 -1.82 -0.022
H 2.37 -0.61 -0.82 0.002
O -1.21 -4.28 -0.09 -0.051
H -1.07 -4.03 0.83 0.018
H -0.60 -3.72 -0.58 -0.019
O 1.88 -0.97 1.12 -0.070
H 1.14 -1.06 1.72 -0.021
H 2.46 -1.70 1.35 0.069
```

As for the charge: 0. The relative energy (zero: lowest compared OMol25 entry of this formula, charge and spin) comes out at 21.33 kcal per mole. As for the HOMO energy: -10.42 eV. As for the multiplicity: 1.

Entry from the Open Molecules 2025 dataset: a molecular structure, As4F25Mn2 in a non-equilibrium geometry (the ωB97M-V functional and the def2-TZVPD basis).

XYZ file:
```
31
Properties=species:S:1:pos:R:3:lowdin_charge:R:1
Mn 1.45 1.59 -2.08 1.381
Mn -0.04 -1.16 0.52 1.196
As -3.67 0.82 0.37 0.879
F -2.77 1.86 -0.77 -0.292
F -3.15 1.86 1.73 -0.288
F -4.53 -0.07 1.65 -0.279
F -4.11 -0.31 -0.89 -0.248
F -2.09 -0.07 0.64 -0.337
F -5.10 1.84 0.24 -0.280
As 3.70 -0.90 -0.39 0.943
F 4.47 -2.11 0.81 -0.284
F 5.27 -0.58 -1.17 -0.260
F 2.89 0.18 -1.55 -0.333
F 2.11 -1.00 0.39 -0.298
F 4.09 0.55 0.73 -0.283
F 3.30 -2.13 -1.49 -0.202
As -0.51 -1.31 -3.31 0.958
F 0.77 -0.14 -3.30 -0.296
F -0.85 -0.98 -5.06 -0.276
F -1.91 -2.43 -3.25 -0.256
F -0.25 -1.70 -1.54 -0.328
F -1.63 0.05 -2.84 -0.269
F 0.69 -2.60 -3.70 -0.253
As 0.27 1.20 3.59 0.961
F -0.91 2.30 2.77 -0.282
F -1.22 0.19 4.03 -0.307
F 1.38 -0.02 4.38 -0.298
F 1.56 2.11 2.90 -0.241
F 0.20 2.21 5.08 -0.286
F 0.27 0.13 2.11 -0.357
F 0.32 0.61 -0.62 -0.485
```

Its expectation value of S² is 30.00. As for the charge: -1. The relative energy (zero: lowest compared OMol25 entry of this formula, charge and spin) comes out at 0.00 kcal per mole. As for the HOMO energy (spin up / spin down): -9.17 / -9.17 eV. As for the multiplicity: 11.

Entry from the Open Molecules 2025 dataset: a molecular structure, AsB2F14Tl in a non-equilibrium geometry (the ωB97M-V functional and the def2-TZVPD basis).

XYZ file:
```
18
Properties=species:S:1:pos:R:3:lowdin_charge:R:1
Tl -4.71 5.80 -21.63 1.831
As -4.04 8.80 -19.74 0.780
F -5.52 8.02 -20.42 -0.258
F -4.24 7.80 -18.35 -0.210
F -2.53 9.38 -19.19 -0.178
F -3.91 9.62 -21.24 -0.192
F -5.07 10.01 -19.11 -0.185
F -3.27 7.35 -20.51 -0.289
B -7.84 5.44 -21.43 -1.260
F -7.41 4.86 -20.25 0.158
F -7.59 6.82 -21.38 0.134
F -7.04 5.00 -22.55 0.123
F -9.16 5.12 -21.70 0.195
B -4.63 7.30 -24.11 -1.212
F -4.46 7.95 -25.30 0.216
F -5.94 7.19 -23.63 0.158
F -3.99 6.00 -24.19 0.105
F -3.95 7.96 -23.02 0.085
```

As for the charge: 0. The relative energy (zero: lowest compared OMol25 entry of this formula, charge and spin) comes out at 0.00 kcal per mole. As for the HOMO energy: -13.71 eV. As for the multiplicity: 1.

Entry from the Open Molecules 2025 dataset: a molecular structure, AsF6H16O8 (the ωB97M-V functional and the def2-TZVPD basis).

XYZ file:
```
31
Properties=species:S:1:pos:R:3:lowdin_charge:R:1
As -0.24 -0.28 0.08 0.766
F -0.49 -0.28 1.78 -0.206
F 0.52 -1.84 0.17 -0.238
F -0.05 -0.27 -1.65 -0.237
F -0.88 1.33 -0.09 -0.235
F 1.36 0.40 0.31 -0.243
F -1.82 -0.93 -0.19 -0.222
O 1.19 -2.85 -2.56 -0.064
H 0.86 -2.20 -1.92 -0.019
H 2.03 -2.49 -2.84 0.029
O 0.39 1.81 -3.53 -0.064
H 0.52 1.24 -2.77 -0.008
H 0.27 2.69 -3.16 0.025
O 0.01 0.02 4.56 -0.066
H -0.55 -0.46 3.94 0.006
H 0.88 -0.35 4.44 0.028
O -2.81 -1.35 -2.84 -0.068
H -2.65 -1.35 -1.89 -0.007
H -2.08 -1.87 -3.20 0.025
O -0.30 -4.41 0.81 -0.068
H -0.02 -3.50 0.63 -0.014
H 0.46 -4.81 1.24 0.024
O 3.39 0.98 2.01 -0.070
H 2.77 0.80 1.29 -0.015
H 4.16 1.36 1.58 0.023
O -2.98 3.04 -0.16 -0.068
H -2.03 3.17 -0.19 -0.004
H -3.09 2.40 0.55 0.026
O 0.08 3.52 1.35 -0.056
H 0.97 3.86 1.27 0.031
H 0.12 2.63 0.99 -0.012
```

As for the charge: -1. The relative energy (zero: lowest compared OMol25 entry of this formula, charge and spin) comes out at 7.41 kcal per mole. As for the HOMO energy: -8.15 eV. As for the multiplicity: 1.

> What is the formula in the second record?

ArH22O11

> Which formula does entry 3 have?

ArH24O12

> multiplicity of number 4 (As4F25Mn2)?

11

Please write out number 6 again, unchanged.
Entry from the Open Molecules 2025 dataset: a molecular structure, AsF6H16O8 (the ωB97M-V functional and the def2-TZVPD basis).

XYZ file:
```
31
Properties=species:S:1:pos:R:3:lowdin_charge:R:1
As -0.24 -0.28 0.08 0.766
F -0.49 -0.28 1.78 -0.206
F 0.52 -1.84 0.17 -0.238
F -0.05 -0.27 -1.65 -0.237
F -0.88 1.33 -0.09 -0.235
F 1.36 0.40 0.31 -0.243
F -1.82 -0.93 -0.19 -0.222
O 1.19 -2.85 -2.56 -0.064
H 0.86 -2.20 -1.92 -0.019
H 2.03 -2.49 -2.84 0.029
O 0.39 1.81 -3.53 -0.064
H 0.52 1.24 -2.77 -0.008
H 0.27 2.69 -3.16 0.025
O 0.01 0.02 4.56 -0.066
H -0.55 -0.46 3.94 0.006
H 0.88 -0.35 4.44 0.028
O -2.81 -1.35 -2.84 -0.068
H -2.65 -1.35 -1.89 -0.007
H -2.08 -1.87 -3.20 0.025
O -0.30 -4.41 0.81 -0.068
H -0.02 -3.50 0.63 -0.014
H 0.46 -4.81 1.24 0.024
O 3.39 0.98 2.01 -0.070
H 2.77 0.80 1.29 -0.015
H 4.16 1.36 1.58 0.023
O -2.98 3.04 -0.16 -0.068
H -2.03 3.17 -0.19 -0.004
H -3.09 2.40 0.55 0.026
O 0.08 3.52 1.35 -0.056
H 0.97 3.86 1.27 0.031
H 0.12 2.63 0.99 -0.012
```

As for the charge: -1. The relative energy (zero: lowest compared OMol25 entry of this formula, charge and spin) comes out at 7.41 kcal per mole. As for the HOMO energy: -8.15 eV. As for the multiplicity: 1.